1.
19
Properties=species:S:1:pos:R:3:nbo_charge:R:1 method="wB97M-V/def2-TZVPD" spin_multiplicity=1 de_lowest_kcal_mol=75.29 e_tot_ha=-650.29476 gap_ev=9.27 total_charge=+1 homo_energy_ha=-0.505
C -1.965 -0.612 -0.988 0.036
C 2.317 -1.038 -1.290 -0.792
C 0.752 0.687 0.337 -0.055
C 0.355 2.104 0.598 -0.715
C -1.543 -0.695 1.308 -0.430
N -1.106 -0.279 -0.088 -0.347
S 1.842 0.640 -1.050 0.450
H -2.769 -1.169 -0.679 0.180
H -1.919 -0.387 -2.078 0.217
H 1.566 -1.661 -0.731 0.242
H 3.308 -1.255 -0.962 0.256
H 0.950 -0.036 1.211 0.249
H 1.180 2.723 0.641 0.272
H -0.107 2.040 1.610 0.242
H -0.294 2.559 -0.255 0.275
H -2.560 -0.824 1.290 0.213
H -0.943 -1.617 1.564 0.224
H -1.233 0.079 2.025 0.212
H 2.169 -1.259 -2.463 0.270

=====

2.
12
Properties=species:S:1:pos:R:3:nbo_charge:R:1 method="wB97M-V/def2-TZVPD" spin_multiplicity=1 smiles="O=CCO.C=O" de_lowest_kcal_mol=68.12 e_tot_ha=-343.54600 gap_ev=10.33 homo_energy_ha=-0.364
O 0.216 1.838 -0.094 -0.526
C 0.040 0.662 -0.269 0.440
C -1.195 -0.133 0.112 -0.163
O -2.059 0.059 -0.994 -0.692
H 0.735 0.044 -0.901 0.092
H -0.977 -1.202 0.166 0.193
H -1.629 0.188 1.066 0.189
H -2.248 1.007 -1.027 0.473
C 1.906 -0.624 0.572 0.252
O 1.154 -0.421 1.500 -0.520
H 2.563 0.162 0.153 0.137
H 1.961 -1.609 0.074 0.126

=====

3.
19
Properties=species:S:1:pos:R:3:nbo_charge:R:1 method="wB97M-V/def2-TZVPD" spin_multiplicity=1 smiles="CC1(C)CN(C=O)C1" de_lowest_kcal_mol=54.72 e_tot_ha=-365.14427 gap_ev=10.38 homo_energy_ha=-0.354
C -1.382 0.539 1.370 -0.600
C -0.437 -0.035 0.323 -0.068
C -0.705 -1.520 0.098 -0.607
C -0.388 0.762 -1.004 -0.235
N 1.026 1.058 -0.885 -0.389
C 1.970 0.219 -1.370 0.489
O 1.773 -0.404 -2.429 -0.617
C 1.065 0.259 0.563 -0.245
H -2.414 0.488 1.023 0.214
H -1.305 -0.011 2.309 0.211
H -1.151 1.585 1.562 0.210
H -0.511 -2.080 1.011 0.206
H -1.749 -1.678 -0.167 0.213
H -0.076 -1.918 -0.695 0.226
H -0.953 1.700 -0.983 0.201
H -0.680 0.225 -1.909 0.220
H 2.998 0.372 -0.991 0.142
H 1.670 -0.593 0.867 0.220
H 1.248 1.035 1.309 0.208

=====

4.
17
Properties=species:S:1:pos:R:3:nbo_charge:R:1 method="wB97M-V/def2-TZVPD" spin_multiplicity=3 de_lowest_kcal_mol=21.82 e_tot_ha=-363.20713 gap_ev="6.75 / 10.07" total_charge=+1 homo_energy_ha="-0.368 / -0.599"
C 1.346 -0.452 -0.054 0.022
C 2.076 0.768 -0.140 -0.029
C -2.441 -0.400 -0.312 -0.646
C -1.068 -0.256 0.418 0.273
N 0.037 -0.656 -0.655 -0.583
O 3.173 0.861 0.625 -0.584
O -0.818 1.025 0.964 -0.678
H 1.796 -1.255 0.507 0.222
H 1.712 1.561 -0.734 0.172
H -2.307 0.363 -1.169 0.223
H -3.155 -0.096 0.413 0.264
H -2.626 -1.460 -0.564 0.240
H -1.052 -1.063 1.206 0.199
H -0.156 -1.566 -1.125 0.458
H -0.079 -0.072 -1.451 0.427
H 3.659 1.678 0.469 0.517
H -0.095 1.020 1.601 0.503

=====

5.
14
Properties=species:S:1:pos:R:3:nbo_charge:R:1 method="wB97M-V/def2-TZVPD" spin_multiplicity=1 de_lowest_kcal_mol=90.72 e_tot_ha=-1004.64327 gap_ev=8.90 homo_energy_ha=-0.314
C -0.529 1.197 0.493 -0.277
C -1.758 0.386 0.042 -0.543
N 0.756 0.819 -0.192 -0.998
N 1.717 -1.474 -0.895 -1.172
O 1.737 -0.975 1.932 -0.965
P 0.833 -0.744 0.254 1.830
S -1.254 -1.341 0.187 -0.044
H -0.688 2.350 0.373 0.230
H -0.430 1.015 1.601 0.237
H -2.634 0.452 0.685 0.239
H -2.176 0.741 -1.019 0.218
H 1.256 1.392 -0.802 0.437
H 1.778 -2.470 -0.813 0.412
H 1.393 -1.347 -1.845 0.395

=====

6.
20
Properties=species:S:1:pos:R:3:nbo_charge:R:1 method="wB97M-V/def2-TZVPD" spin_multiplicity=1 smiles=C[C@H](CN)NCN de_lowest_kcal_mol=22.26 e_tot_ha=-324.43946 gap_ev=9.56 homo_energy_ha=-0.308
C 0.793 1.501 -0.317 -0.636
C 0.251 0.060 -0.510 -0.035
C -0.679 -0.030 -1.731 -0.219
N 0.123 0.047 -2.951 -0.851
N -0.459 -0.450 0.660 -0.660
C 0.266 -0.590 1.910 -0.023
N -0.659 -0.901 2.966 -0.869
H 1.440 1.823 -1.123 0.228
H -0.015 2.133 0.047 0.205
H 1.435 1.428 0.573 0.196
H 1.097 -0.607 -0.681 0.172
H -1.441 0.741 -1.714 0.185
H -1.153 -1.014 -1.580 0.170
H 0.810 -0.664 -3.041 0.364
H -0.526 0.168 -3.700 0.364
H -1.399 -0.105 0.728 0.365
H 0.767 0.344 2.170 0.150
H 1.001 -1.382 1.713 0.144
H -1.391 -1.542 2.701 0.373
H -0.261 -0.958 3.880 0.376

=====

7.
13
Properties=species:S:1:pos:R:3:nbo_charge:R:1 method="wB97M-V/def2-TZVPD" spin_multiplicity=1 smiles="[H]/N=C(/C=S)N(C)S" de_lowest_kcal_mol=47.33 e_tot_ha=-1023.72751 gap_ev=8.17 homo_energy_ha=-0.332
H 0.389 -1.352 2.141 0.363
N 0.917 -0.535 1.816 -0.653
C 0.721 -0.122 0.630 0.348
C 1.714 0.913 0.223 -0.301
S 2.222 1.210 -1.282 0.091
N -0.279 -0.476 -0.250 -0.571
C -0.958 0.451 -1.133 -0.409
S -1.108 -1.967 0.020 0.185
H 1.943 1.373 1.172 0.225
H -0.838 0.047 -2.158 0.211
H -0.541 1.427 -1.105 0.218
H -2.046 0.507 -0.902 0.196
H -2.136 -1.477 0.829 0.099

=====

8.
5
Properties=species:S:1:pos:R:3:nbo_charge:R:1 method="wB97M-V/def2-TZVPD" spin_multiplicity=1 de_lowest_kcal_mol=39.96 e_tot_ha=-1071.71326 gap_ev=8.55 homo_energy_ha=-0.358
C -1.025 -0.244 -0.526 0.498
C 1.203 -0.110 0.667 -0.154
O -1.496 0.386 0.258 -0.472
Cl 1.509 1.398 -0.076 0.033
Cl 2.252 -1.207 0.003 0.095